Entry a
{
  "formula": "C33H34CrF3N5O3PS",
  "method": "the ωB97M-V functional and the def2-TZVPD basis",
  "orbital_gap_ev": [8.0, 8.2],
  "homo_energy_ev": [-8.04, -7.85],
  "spin_multiplicity": 2,
  "species": ["Cr", "F", "C", "F", "F", "C", "C", "C", "C", "N", "C", "S", "H", "H", "H", "C", "C", "C", "C", "C", "C", "P", "C", "C", "C", "C", "C", "C", "C", "C", "C", "C", "C", "C", "H", "H", "H", "H", "H", "H", "H", "H", "H", "H", "H", "H", "H", "H", "C", "C", "C", "O", "C", "O", "O", "H", "H", "H", "H", "H", "H", "H", "C", "C", "C", "C", "N", "C", "N", "N", "N", "H", "H", "H", "H", "H", "H", "H", "H", "H", "H"],
  "xyz": [[-0.2338, 0.4568, -0.3521], [-5.3489, -0.2539, 3.5440], [-4.3766, 0.2564, 2.7578], [-4.4170, 1.5919, 2.9200], [-4.7425, 0.0004, 1.4923], [-3.0283, -0.3103, 3.1215], [-2.9244, -1.1422, 4.2221], [-1.6825, -1.6317, 4.5906], [-0.5939, -1.2637, 3.8230], [-0.6760, -0.4714, 2.7588], [-1.8667, 0.0088, 2.3965], [-1.8987, 1.0951, 1.0045], [-3.8099, -1.4049, 4.7833], [-1.5651, -2.2824, 5.4457], [0.4017, -1.6200, 4.0689], [3.0672, -4.7403, 0.4392], [2.0122, -5.1586, -0.3637], [0.9140, -4.3349, -0.5502], [0.8712, -3.0786, 0.0516], [1.9336, -2.6617, 0.8489], [3.0267, -3.4953, 1.0482], [-0.5298, -1.9386, -0.0940], [-1.8922, -2.8160, 0.7419], [-1.6516, -3.7669, 1.7308], [-2.7102, -4.3965, 2.3705], [-4.0172, -4.0761, 2.0344], [-4.2638, -3.1217, 1.0569], [-3.2089, -2.4940, 0.4137], [-1.1267, -1.7393, -1.7885], [-1.5964, -2.6414, -2.7396], [-2.1002, -2.1401, -3.9279], [-2.1489, -0.7627, -4.1426], [-1.6924, 0.1304, -3.1830], [-1.1667, -0.3510, -1.9806], [3.9209, -5.3889, 0.5887], [2.0457, -6.1309, -0.8382], [0.0854, -4.6724, -1.1603], [1.8959, -1.6780, 1.3069], [3.8482, -3.1686, 1.6733], [-0.6340, -4.0232, 1.9996], [-2.5105, -5.1373, 3.1347], [-4.8428, -4.5673, 2.5338], [-5.2810, -2.8561, 0.7993], [-3.4088, -1.7404, -0.3385], [-1.5871, -3.7094, -2.5561], [-2.4683, -2.8164, -4.6892], [-2.5557, -0.3867, -5.0740], [-1.7412, 1.1948, -3.3745], [3.8416, -0.3790, -1.3667], [2.6766, 0.5850, -1.5172], [2.8876, 1.5465, -2.6741], [1.4576, -0.1645, -1.7036], [2.4810, 1.3483, -0.1986], [3.2882, 2.1952, 0.1390], [1.4191, 1.0065, 0.4717], [3.9660, -0.9559, -2.2854], [3.6617, -1.0721, -0.5460], [4.7562, 0.1790, -1.1694], [3.1023, 0.9931, -3.5918], [3.7350, 2.1933, -2.4528], [2.0053, 2.1669, -2.8359], [1.1838, -0.1713, -2.6286], [2.8054, 5.6229, -1.4782], [1.9482, 6.0913, -0.3068], [2.3744, 5.4114, 0.9921], [0.4559, 5.9155, -0.5962], [0.1026, 4.5534, -0.9857], [0.0232, 3.4411, -0.2630], [-0.2585, 2.4506, -1.0827], [-0.3413, 2.9805, -2.3179], [-0.1334, 4.2407, -2.2695], [3.8506, 5.8789, -1.3045], [2.4908, 6.0762, -2.4201], [2.7545, 4.5366, -1.5824], [2.0739, 7.1727, -0.1883], [2.3865, 4.3236, 0.8952], [1.7248, 5.6926, 1.8246], [3.3919, 5.7065, 1.2504], [0.1441, 6.5385, -1.4323], [-0.1438, 6.1765, 0.2760], [0.1641, 3.3549, 0.8000]]
}

Entry b
{
  "formula": "C33H34CrF3N5O3PS",
  "method": "the ωB97M-V functional and the def2-TZVPD basis",
  "orbital_gap_ev": [7.1, 6.8],
  "homo_energy_ev": [-6.95, -6.61],
  "spin_multiplicity": 2,
  "species": ["Cr", "F", "C", "F", "F", "C", "C", "C", "C", "N", "C", "S", "H", "H", "H", "C", "C", "C", "C", "C", "C", "P", "C", "C", "C", "C", "C", "C", "C", "C", "C", "C", "C", "C", "H", "H", "H", "H", "H", "H", "H", "H", "H", "H", "H", "H", "H", "H", "C", "C", "C", "O", "C", "O", "O", "H", "H", "H", "H", "H", "H", "H", "C", "C", "C", "C", "N", "C", "N", "N", "N", "H", "H", "H", "H", "H", "H", "H", "H", "H", "H"],
  "xyz": [[0.5772, -0.6688, -0.4219], [1.4751, -6.9263, -1.9619], [1.2269, -5.6301, -2.2789], [0.0418, -5.6223, -2.9197], [2.1728, -5.2770, -3.1643], [1.2148, -4.7821, -1.0422], [1.4167, -5.3669, 0.1869], [1.3658, -4.5831, 1.3372], [1.1225, -3.2377, 1.1961], [0.9287, -2.6430, 0.0158], [0.9624, -3.3822, -1.1283], [0.7391, -2.5097, -2.5621], [1.6242, -6.4260, 0.2597], [1.5160, -5.0128, 2.3168], [1.0937, -2.5873, 2.0635], [2.3853, 4.7298, 4.6422], [3.0360, 4.5794, 3.4248], [2.5593, 3.6735, 2.4914], [1.4146, 2.9318, 2.7691], [0.7718, 3.0725, 3.9959], [1.2602, 3.9708, 4.9319], [0.8823, 1.6516, 1.6085], [-0.9194, 1.8137, 1.7234], [-1.7645, 0.9128, 2.3499], [-3.1160, 1.2113, 2.4582], [-3.6113, 2.3939, 1.9360], [-2.7590, 3.2930, 1.3019], [-1.4106, 3.0109, 1.1998], [2.0363, 0.2974, 1.8571], [2.8887, 0.2658, 2.9662], [4.0420, -0.4838, 2.8775], [4.3345, -1.1693, 1.6955], [3.4415, -1.1725, 0.6409], [2.2252, -0.4657, 0.6887], [2.7509, 5.4476, 5.3651], [3.9181, 5.1660, 3.2037], [3.0589, 3.5343, 1.5406], [-0.1162, 2.4902, 4.2130], [0.7595, 4.0801, 5.8851], [-1.3776, -0.0161, 2.7484], [-3.7826, 0.5063, 2.9362], [-4.6652, 2.6218, 2.0332], [-3.1489, 4.2189, 0.8998], [-0.7351, 3.7086, 0.7224], [2.6728, 0.8392, 3.8592], [4.7292, -0.5118, 3.7131], [5.2639, -1.7212, 1.6195], [3.6750, -1.7596, -0.2432], [1.3031, 2.2605, -3.1376], [2.0538, 1.5097, -2.0450], [3.2971, 2.2601, -1.5885], [2.4311, 0.2722, -2.6392], [1.0993, 1.2138, -0.8610], [1.3436, 2.2149, 0.2080], [-0.1696, 1.0141, -1.0981], [1.9816, 2.4890, -3.9594], [0.8652, 3.1788, -2.7443], [0.5051, 1.6186, -3.5065], [3.9699, 2.3862, -2.4378], [3.8092, 1.6888, -0.8093], [3.0424, 3.2410, -1.1875], [3.2163, -0.0633, -2.1966], [-5.7844, -2.1390, -2.5155], [-4.9911, -1.0940, -3.2983], [-3.9858, -1.7557, -4.2388], [-4.3108, -0.1043, -2.3454], [-3.2940, -0.7144, -1.5098], [-1.9971, -0.8881, -1.7750], [-1.4225, -1.3497, -0.6858], [-2.3898, -1.4350, 0.2479], [-3.5121, -1.0640, -0.2330], [-6.3675, -2.7607, -3.1953], [-6.4709, -1.6646, -1.8122], [-5.1132, -2.7888, -1.9513], [-5.6863, -0.4984, -3.8970], [-3.2993, -2.4035, -3.6904], [-3.3999, -1.0119, -4.7835], [-4.5083, -2.3722, -4.9701], [-5.0454, 0.3309, -1.6688], [-3.8293, 0.6998, -2.9025], [-1.5176, -0.7365, -2.7243]]
}

entry a takes first place; second place is 245.6 kJ/mol up.

Entry a
{
  "formula": "C4H7NO",
  "method": "the ωB97M-V functional and the def2-TZVPD basis",
  "orbital_gap_ev": 9.5,
  "homo_energy_ev": -8.84,
  "species": ["C", "O", "C", "C", "C", "N", "H", "H", "H", "H", "H", "H", "H"],
  "xyz": [[-0.5549, -1.6590, 1.1330], [-1.5687, -0.7385, 0.6810], [-1.4958, -0.3485, -0.5519], [0.9878, 1.5819, -1.1262], [1.5164, 0.9019, 0.0540], [1.9221, 0.3518, 0.9875], [0.2451, -1.7104, 0.3944], [-1.0429, -2.6263, 1.2643], [-0.1777, -1.2849, 2.0853], [-2.3876, 0.3217, -0.6389], [-0.0173, 1.1960, -1.3228], [0.9650, 2.6618, -0.9648], [1.6087, 1.3524, -1.9950]]
}

Entry b
{
  "formula": "C4H7NO",
  "method": "the ωB97M-V functional and the def2-TZVPD basis",
  "orbital_gap_ev": 10.3,
  "homo_energy_ev": -10.44,
  "smiles": "C=CC#N.[H][H].C=O",
  "species": ["O", "C", "C", "C", "C", "N", "H", "H", "H", "H", "H", "H", "H"],
  "xyz": [[0.0127, -1.4289, 1.7119], [-0.7783, -0.5376, 1.5237], [0.2501, 1.2460, 0.0627], [0.6111, 0.5819, -1.0356], [-0.3830, 0.1218, -1.9671], [-1.2211, -0.2385, -2.6805], [0.9619, -1.6618, 0.1695], [-0.7969, 0.3493, 2.1814], [-1.5502, -0.5747, 0.7309], [0.9776, 1.5351, 0.8131], [-0.7787, 1.5596, 0.1979], [1.2017, -1.3681, -0.4703], [1.6485, 0.3762, -1.2737]]
}

Entry c
{
  "formula": "C4H7NO",
  "method": "the ωB97M-V functional and the def2-TZVPD basis",
  "orbital_gap_ev": 10.6,
  "homo_energy_ev": -9.53,
  "smiles": "C1OC[C@H]2N[C@@H]12",
  "species": ["C", "O", "C", "C", "N", "C", "H", "H", "H", "H", "H", "H", "H"],
  "xyz": [[-1.1125, -0.6825, 0.0457], [0.0614, -1.3678, -0.3916], [1.1345, -0.6679, 0.2074], [0.7633, 0.7990, 0.0303], [-0.0534, 1.3094, -1.0646], [-0.7216, 0.7881, 0.1117], [-1.3959, -1.0488, 1.0427], [-1.9290, -0.8950, -0.6556], [1.2160, -0.8095, 1.3093], [2.1003, -1.1114, -0.0248], [1.3910, 1.5289, 0.5266], [-0.1476, 0.6877, -1.8637], [-1.3066, 1.4696, 0.7268]]
}

entry c takes first place; second place is 169.4 kJ/mol up.

Entry a
{
  "formula": "C4H7NO",
  "method": "the ωB97M-V functional and the def2-TZVPD basis",
  "orbital_gap_ev": 10.6,
  "homo_energy_ev": -9.51,
  "smiles": "C1N[C@H]1[C@H]1CO1",
  "species": ["C", "N", "C", "C", "C", "O", "H", "H", "H", "H", "H", "H", "H"],
  "xyz": [[1.5809, 0.4435, -0.5913], [1.1824, -0.9570, -0.6367], [0.1904, 0.0618, -0.9521], [-0.9782, 0.3714, -0.0476], [-1.3292, -0.4037, 1.1470], [-0.7238, 0.8760, 1.2549], [1.7251, 0.9343, 0.3682], [2.2948, 0.7263, -1.3619], [1.0517, -1.3480, 0.2914], [-0.0875, 0.0830, -2.0046], [-1.8038, 0.8718, -0.5593], [-2.3693, -0.4697, 1.4687], [-0.7005, -1.2358, 1.4645]]
}

Entry b
{
  "formula": "C4H7NO",
  "method": "the ωB97M-V functional and the def2-TZVPD basis",
  "orbital_gap_ev": 10.4,
  "homo_energy_ev": -9.64,
  "smiles": "C[C@@]1(C=O)CN1",
  "species": ["C", "C", "C", "N", "C", "O", "H", "H", "H", "H", "H", "H", "H"],
  "xyz": [[0.1563, 0.1065, -1.4667], [0.2100, -0.0887, 0.0392], [-1.1039, -0.6399, 0.4664], [0.0924, -1.3594, 0.7989], [0.9159, 0.9598, 0.8420], [1.1070, 0.8796, 2.0377], [0.7892, 0.9448, -1.7572], [0.3779, -0.7799, -2.0619], [-0.8732, 0.4066, -1.7089], [-1.6920, -0.0327, 1.1361], [-1.6433, -1.1252, -0.3485], [0.3341, -1.0823, 1.7573], [1.3294, 1.8109, 0.2655]]
}

Entry c
{
  "formula": "C4H7NO",
  "method": "the ωB97M-V functional and the def2-TZVPD basis",
  "orbital_gap_ev": [8.0, 8.0],
  "homo_energy_ev": [-8.21, -8.22],
  "species": ["C", "C", "C", "C", "N", "O", "H", "H", "H", "H", "H", "H", "H"],
  "xyz": [[2.1694, -0.2794, 0.0561], [1.0430, 0.7082, 0.6632], [0.1970, 1.6016, -0.1841], [-0.5485, -2.0023, -0.0250], [1.0248, -0.6970, 0.4219], [3.2312, -0.5134, -0.3520], [1.1864, 1.1141, 1.6463], [-0.6228, 1.8582, 0.3633], [-0.0892, 0.9692, -0.9435], [0.8516, 2.5444, -0.4729], [-1.3556, -1.6530, 0.7051], [-0.7682, -1.7523, -1.1274], [0.0409, -2.9399, 0.1784]]
}

entry b takes first place; second place is 56.3 kJ/mol up.

Entry a
{
  "formula": "C4H7NO",
  "method": "the ωB97M-V functional and the def2-TZVPD basis",
  "orbital_gap_ev": 10.5,
  "homo_energy_ev": -9.58,
  "smiles": "C=NCC(C)=O",
  "species": ["C", "C", "C", "N", "C", "O", "H", "H", "H", "H", "H", "H", "H"],
  "xyz": [[1.9446, 0.4122, 0.4049], [0.4794, 0.4665, 0.0696], [-0.3334, -0.8308, 0.2651], [-1.7350, -0.4995, 0.3841], [-2.2267, 0.0114, -0.6659], [-0.0341, 1.4942, -0.3090], [2.4544, 1.2356, -0.0997], [2.0298, 0.5572, 1.4873], [2.4066, -0.5480, 0.1548], [-1.6893, 0.0812, -1.6207], [-0.1161, -1.4959, -0.5905], [0.0333, -1.3559, 1.1584], [-3.2134, 0.4718, -0.6384]]
}

Entry b
{
  "formula": "C4H7NO",
  "method": "the ωB97M-V functional and the def2-TZVPD basis",
  "orbital_gap_ev": 9.4,
  "homo_energy_ev": -9.57,
  "smiles": "CC/N=C\\C=O",
  "species": ["C", "N", "C", "C", "C", "O", "H", "H", "H", "H", "H", "H", "H"],
  "xyz": [[-1.4303, 0.3050, 1.1730], [-0.4612, -0.0999, -0.9967], [-0.6803, -0.7114, 0.3050], [0.6775, 0.2797, -1.4030], [2.0207, 0.1478, -0.7462], [2.9865, 0.6991, -1.2221], [-2.0948, -0.1874, 1.8868], [-2.0354, 0.9463, 0.5262], [-0.7376, 0.9447, 1.7284], [0.2276, -1.0620, 0.8147], [-1.3135, -1.5882, 0.1331], [0.7304, 0.7956, -2.3659], [2.1104, -0.4692, 0.1667]]
}

entry a takes first place; second place is 27.5 kJ/mol up.